A structure of composition C58H46F4OP2PdS. Source: the Open Molecules 2025 dataset; level of theory: wB97M-V/def2-TZVPD.

The relative energy (zero: lowest compared OMol25 entry of this formula, charge and spin) is 0.00 kcal/mol. The calculation puts the HOMO energy at -11.92 eV. The net charge is +2. For the gap between HOMO and LUMO, the calculation gives 3.799 eV.

Structure (XYZ):
```
113
Properties=species:S:1:pos:R:3:forces:R:3
C -5.526686 -7.339108 3.507989 -0.1 0.4 0.4
O -5.517969 -6.344020 4.567812 0.4 0.3 -0.5
C -4.860447 -5.173945 4.337696 0.1 0.1 -0.2
C -4.525946 -4.369658 5.458808 -0.2 -0.6 -0.5
C -3.691525 -3.280584 5.301504 0.1 0.1 -0.7
C -3.270778 -2.871875 4.013094 -0.7 -1.0 0.4
S -2.366285 -1.397989 3.836254 -0.4 1.1 -0.3
C -3.769171 -3.572108 2.904081 0.1 0.1 0.1
C -4.515546 -4.727858 3.040751 -0.3 -0.4 0.6
H -5.892086 -8.240969 4.000989 0.0 0.1 -0.2
H -6.197070 -7.045063 2.684962 0.2 -0.1 0.3
H -4.515085 -7.515584 3.113865 -0.2 0.1 0.2
H -4.925797 -4.647829 6.429642 0.2 -0.1 -0.1
H -3.347216 -2.697831 6.148639 -0.2 -0.1 0.1
H -3.562773 -3.234735 1.893499 -0.2 0.0 0.3
H -4.849586 -5.275701 2.155277 0.2 0.2 0.4
F 0.091669 4.616967 3.763758 -0.7 -1.1 -1.0
C -0.575630 3.767639 2.909604 0.5 0.6 0.4
C -1.749056 4.233869 2.318838 0.0 -0.3 -0.2
C -2.366827 3.378594 1.404494 -0.6 0.5 -0.4
F -3.497036 3.827616 0.756968 1.3 -0.6 0.7
C -1.904754 2.100782 1.121492 0.8 -0.5 0.1
C -0.738172 1.603018 1.796866 -0.4 1.3 1.1
C -0.589611 0.135561 1.970372 0.1 -0.8 -0.6
C 0.011513 -0.531398 2.995678 0.0 0.1 -0.5
C -0.598542 -1.805762 3.568405 0.2 -0.3 -0.3
C -0.381606 -2.958438 2.629397 0.6 0.0 -0.6
C 0.758469 -3.760486 2.723406 -0.2 -0.2 0.0
C 0.860099 -4.844177 1.853244 0.9 -0.1 0.2
F 1.999989 -5.609281 1.904910 -1.2 0.6 -0.1
C -0.114232 -5.154739 0.911218 0.1 0.1 -0.3
C -1.138970 -4.234728 0.748039 -0.1 -0.1 -0.1
F -2.093634 -4.457478 -0.226960 0.9 0.3 0.9
C -1.240165 -3.109477 1.556595 -0.5 -0.2 -0.9
Pd 0.605330 1.244739 -0.209403 -0.7 -0.2 1.8
P 2.392159 2.522457 -0.648249 1.2 0.5 -1.3
C 3.094281 2.962325 0.960548 -0.7 -0.4 0.3
C 3.820816 1.987377 1.665830 0.0 0.0 0.4
C 4.282370 2.262417 2.957447 -0.1 0.0 -0.4
C 4.005649 3.500434 3.545359 0.1 -0.1 0.0
C 3.264481 4.454017 2.851801 -0.1 0.3 -0.2
C 2.811873 4.197448 1.558566 0.0 0.0 0.2
C 3.808387 1.965904 -1.619123 0.2 -0.5 -0.2
C 5.079086 2.535359 -1.417973 -0.1 0.0 -0.1
C 6.143896 2.173652 -2.245057 -0.1 0.0 0.0
C 5.963110 1.235298 -3.266391 -0.3 0.1 0.2
C 4.708055 0.644464 -3.443623 0.1 0.0 0.0
C 3.641713 0.993940 -2.617686 -0.1 0.2 0.0
C 1.776162 4.041797 -1.407665 -0.3 0.2 -0.3
C 2.459546 4.690383 -2.450317 -0.2 -0.1 0.2
C 1.896700 5.823602 -3.042031 -0.1 0.0 0.2
C 0.649532 6.299601 -2.619346 0.1 -0.2 0.0
C -0.039446 5.644663 -1.594785 0.1 -0.1 0.2
C 0.530733 4.529940 -0.980976 0.0 0.0 -0.1
P -0.144127 -0.028270 -1.935455 0.1 -0.6 -2.1
C -1.951205 -0.048602 -1.794476 -0.1 0.3 0.4
C -2.741868 0.975359 -2.348741 -0.1 0.0 0.4
C -4.081652 1.092815 -1.970943 0.1 0.0 -0.3
C -4.653764 0.186621 -1.076067 0.2 -0.1 0.2
C -3.887469 -0.873764 -0.574334 0.1 0.0 -0.3
C -2.556762 -1.015432 -0.971199 -0.1 0.0 0.3
C 0.259357 0.628837 -3.578918 0.2 0.3 -0.4
C 0.765631 -0.179198 -4.617955 -0.1 0.2 0.2
C 1.256063 0.411541 -5.785154 -0.1 0.0 0.1
C 1.229388 1.799982 -5.941338 0.0 0.0 0.2
C 0.678629 2.601169 -4.936677 -0.1 -0.1 0.0
C 0.179409 2.017975 -3.773230 0.2 0.0 0.0
C 0.306970 -1.779718 -2.004391 0.5 -0.4 0.5
C -0.524290 -2.728409 -2.630894 0.0 0.1 0.0
C -0.098649 -4.047743 -2.776198 -0.1 0.1 -0.1
C 1.161250 -4.436924 -2.322395 0.0 0.1 0.1
C 1.975678 -3.507460 -1.673854 0.1 0.0 0.1
C 1.550730 -2.189620 -1.498650 -0.1 -0.1 -0.1
C -0.058504 2.497985 2.683323 -0.2 -0.2 -0.8
H -2.160339 5.215908 2.554378 0.2 -0.3 -0.1
H -2.435990 1.449121 0.427522 -0.1 0.2 0.3
H -1.193149 -0.454979 1.266893 -0.6 0.3 0.9
H 0.965068 -0.206480 3.405145 -0.5 0.6 0.7
H -0.227685 -2.060506 4.566838 0.5 0.2 -0.4
H 1.542703 -3.498859 3.440580 -0.3 -0.5 -0.2
H -0.040562 -6.034889 0.277914 0.0 0.2 0.2
H -1.994131 -2.348003 1.342760 0.2 -0.6 0.4
H 4.014596 1.017358 1.206181 0.0 0.2 0.1
H 4.864009 1.514590 3.494540 -0.1 0.2 -0.1
H 4.377894 3.726378 4.548494 -0.2 -0.1 -0.4
H 3.033607 5.416182 3.312175 0.1 -0.3 -0.1
H 2.244652 4.952897 1.014956 0.1 -0.2 0.2
H 5.226765 3.260082 -0.616180 0.0 -0.1 -0.3
H 7.117348 2.638480 -2.094695 -0.2 -0.1 0.0
H 6.795532 0.968065 -3.921837 -0.3 0.1 0.3
H 4.556756 -0.089355 -4.237498 0.0 0.2 0.3
H 2.660887 0.527954 -2.751925 0.4 0.2 -0.1
H 3.422220 4.308051 -2.790929 -0.3 0.1 0.0
H 2.438115 6.336709 -3.838074 -0.2 -0.1 0.2
H 0.211348 7.181390 -3.089838 0.1 -0.3 0.1
H -1.020404 5.992441 -1.263154 0.3 0.0 -0.1
H 0.003063 4.011790 -0.174152 0.0 0.2 -0.2
H -2.316509 1.657356 -3.082578 -0.1 0.0 0.3
H -4.686544 1.897565 -2.389619 0.2 -0.3 0.1
H -5.702586 0.288715 -0.788654 0.4 0.0 -0.1
H -4.327113 -1.602455 0.110258 0.1 0.2 -0.3
H -1.994677 -1.908658 -0.683542 -0.2 0.5 0.1
H 0.774158 -1.263905 -4.514806 0.1 0.3 0.0
H 1.662570 -0.221529 -6.577032 -0.2 0.2 0.3
H 1.628171 2.259274 -6.848945 -0.1 -0.2 0.3
H 0.638074 3.686787 -5.047098 0.0 -0.4 0.0
H -0.251133 2.653765 -2.994018 0.3 -0.1 -0.2
H -1.505560 -2.444312 -3.013617 0.3 0.0 0.1
H -0.760884 -4.777446 -3.249455 0.2 0.3 0.1
H 1.500935 -5.468519 -2.465917 -0.1 0.4 0.1
H 2.950740 -3.810440 -1.291168 -0.3 0.1 -0.1
H 2.187009 -1.473532 -0.974233 -0.1 -0.2 -0.1
H 0.842265 2.152828 3.179765 -0.2 0.2 0.2
```
Forces are in eV/Å.

***

A structure of composition C58H46FGeNO3P3S5Sn. Source: the Open Molecules 2025 dataset; level of theory: wB97M-V/def2-TZVPD.

The relative energy (zero: lowest compared OMol25 entry of this formula, charge and spin) is 2.63 kcal/mol. The calculation puts the HOMO energy (alpha / beta) at -10.16 / -9.65 eV. The net charge is +1. For the gap between HOMO and LUMO (alpha / beta), the calculation gives 7.019 / 4.464 eV.

Structure (XYZ):
```
119
Properties=species:S:1:pos:R:3:forces:R:3
Sn -2.066275 1.187516 -0.233497 -0.7 0.1 -0.3
F 4.732302 -1.262929 0.488548 0.2 -0.1 0.0
Ge 3.051439 -0.817988 0.105214 0.3 -0.1 0.1
C 2.956471 -1.911605 -1.515638 -0.3 0.1 0.1
C 4.055590 -2.745887 -1.751929 -0.1 -0.1 0.0
C 4.211306 -3.375158 -2.976366 0.0 0.0 0.0
C 3.288635 -3.156781 -3.993381 0.0 0.0 0.0
C 2.194849 -2.343144 -3.761623 0.0 0.0 0.0
C 2.005426 -1.731871 -2.518854 -0.1 0.0 -0.2
P 0.544714 -0.640064 -2.267147 0.3 0.0 -0.2
C 0.886111 0.546582 -3.646098 0.0 -0.1 0.0
C 2.085591 1.257101 -3.521370 0.0 0.0 0.0
C 2.467930 2.186598 -4.475822 0.0 0.0 0.0
C 1.645076 2.438679 -5.568043 0.0 0.0 0.0
C 0.453571 1.743810 -5.700827 -0.1 0.0 0.1
C 0.075158 0.798859 -4.749064 0.0 0.0 0.0
C -0.824394 -1.689821 -2.885716 0.0 0.1 0.0
C -2.036971 -1.078045 -3.216448 0.0 -0.1 0.1
C -3.112364 -1.816598 -3.684585 -0.1 0.0 0.1
C -3.008633 -3.196677 -3.785807 -0.1 0.0 0.0
C -1.830798 -3.823276 -3.410697 0.0 0.0 0.0
C -0.744677 -3.078111 -2.967625 0.0 0.0 0.0
C 3.509789 1.070157 -0.307102 -0.1 -0.1 0.2
C 4.842129 1.211804 -0.716888 -0.1 0.0 0.0
C 5.400868 2.459413 -0.947691 0.0 -0.1 0.0
C 4.639572 3.597210 -0.743002 0.0 0.1 0.0
C 3.320207 3.475803 -0.342642 -0.1 -0.1 0.0
C 2.733809 2.222432 -0.137357 0.2 0.0 0.0
P 0.980451 2.086136 0.379006 0.2 0.2 0.4
C 1.098032 2.347402 2.184826 0.0 0.1 -0.1
C 2.268515 2.071619 2.887068 0.0 0.0 0.0
C 2.304580 2.212257 4.268202 0.1 -0.1 0.0
C 1.177657 2.623317 4.961432 0.0 0.0 0.1
C 0.003302 2.892460 4.271568 0.0 0.0 -0.1
C -0.034889 2.743629 2.893580 0.0 0.0 0.0
C 0.346979 3.680165 -0.280685 0.1 -0.1 -0.1
C 0.087357 3.665481 -1.655487 0.0 0.0 0.0
C -0.260393 4.833316 -2.326301 -0.1 0.0 0.0
C -0.370148 6.026036 -1.617896 0.0 0.0 0.0
C -0.132374 6.043694 -0.248507 0.0 0.0 0.0
C 0.226301 4.879121 0.418781 -0.1 -0.1 0.0
C 2.385400 -1.401784 1.875598 -0.4 0.2 -0.3
C 3.417772 -1.311369 2.824455 0.0 0.1 0.1
C 3.332426 -1.911049 4.065970 -0.1 -0.1 0.0
C 2.207033 -2.668918 4.373925 0.0 0.1 -0.1
C 1.167202 -2.726448 3.466549 0.0 0.1 0.0
C 1.202988 -2.066964 2.224906 0.0 0.0 0.3
P -0.368088 -2.227871 1.203834 0.7 -0.4 0.0
C -0.296571 -4.079319 1.254651 -0.2 0.1 -0.1
C 0.740413 -4.640512 0.507517 0.0 0.0 -0.2
C 0.944225 -6.010000 0.488951 0.0 0.0 0.0
C 0.103975 -6.847202 1.213695 0.0 0.0 0.0
C -0.916685 -6.298749 1.973931 0.0 0.0 0.0
C -1.113086 -4.922194 2.001012 0.0 0.1 0.1
C -1.617268 -1.745485 2.478020 -0.5 -0.3 -0.3
C -2.979128 -2.142999 2.532116 0.0 0.0 -0.1
C -3.779523 -1.695115 3.588857 -0.1 0.2 0.1
C -3.317165 -0.812010 4.532178 -0.1 0.0 0.2
C -2.021392 -0.339999 4.437958 0.2 0.1 -0.1
C -1.202996 -0.800032 3.423989 0.0 0.2 0.2
H 4.792707 -2.896789 -0.975755 0.0 0.0 0.0
H 5.067812 -4.016818 -3.143685 0.0 0.0 0.0
H 3.425784 -3.612336 -4.966878 0.0 0.0 0.1
H 1.476103 -2.174431 -4.555100 0.0 0.0 0.0
H 2.736058 1.068231 -2.671868 0.0 0.0 -0.1
H 3.409357 2.712726 -4.367141 0.0 0.0 0.0
H 1.937085 3.167697 -6.315350 0.0 -0.1 0.0
H -0.188795 1.927630 -6.554019 0.0 0.0 0.0
H -0.842247 0.245965 -4.896908 0.0 0.0 0.0
H -2.139892 -0.002488 -3.126150 0.0 0.1 0.0
H -4.035896 -1.314946 -3.948184 0.0 0.0 0.0
H -3.847458 -3.778410 -4.147644 0.0 0.0 0.0
H -1.744870 -4.901441 -3.472333 0.0 0.0 0.0
H 0.169565 -3.590437 -2.699211 0.0 0.0 0.0
H 5.452205 0.330991 -0.847055 0.0 0.0 0.0
H 6.432514 2.538172 -1.267498 0.0 0.0 0.0
H 5.067117 4.581988 -0.892828 0.0 -0.1 0.0
H 2.751707 4.377890 -0.185316 -0.1 0.1 0.0
H 3.156124 1.748148 2.357532 0.0 0.1 0.0
H 3.223376 2.003529 4.803602 0.0 0.0 0.0
H 1.215549 2.739781 6.037739 0.0 0.0 0.0
H -0.881241 3.219825 4.801952 0.0 0.0 0.0
H -0.951168 2.972176 2.360479 -0.1 0.0 0.0
H 0.190226 2.736198 -2.214111 0.0 0.1 0.0
H -0.446983 4.810240 -3.394146 0.1 0.0 0.0
H -0.631448 6.940765 -2.136244 0.0 0.0 0.0
H -0.200472 6.975859 0.298276 0.0 0.0 0.0
H 0.428840 4.906510 1.482858 0.0 0.0 0.0
H 4.316638 -0.764008 2.578174 0.0 -0.1 0.0
H 4.148230 -1.814658 4.772122 0.0 0.0 0.0
H 2.136590 -3.210344 5.310428 0.0 0.1 0.0
H 0.293577 -3.307428 3.725301 -0.1 0.0 0.0
H 1.408115 -3.992086 -0.055387 0.0 0.0 0.0
H 1.767792 -6.424270 -0.081562 -0.1 0.0 0.0
H 0.254236 -7.919406 1.197181 0.0 0.0 0.0
H -1.559680 -6.942143 2.563360 0.0 0.0 0.0
H -1.888669 -4.518689 2.638989 0.0 0.0 0.0
H -4.647746 -3.160501 1.986526 -0.1 0.0 -0.1
H -4.807408 -2.040164 3.638433 0.0 0.0 0.0
H -3.969415 -0.479090 5.329795 0.0 0.0 0.0
H -1.642637 0.372936 5.152332 0.1 0.1 0.1
H -0.189545 -0.422675 3.379044 0.0 0.0 0.0
O -8.765505 1.762459 2.093701 -0.1 0.0 0.0
C -7.664714 1.670128 1.660806 0.0 0.0 0.1
S -7.282087 1.346541 -0.044836 0.1 0.0 0.0
C -5.549946 1.347590 0.137458 0.0 -0.2 -0.1
C -5.046195 1.593845 1.429005 0.1 0.0 0.2
S -3.407538 1.688781 1.897797 0.0 -0.2 0.0
S -6.201951 1.850834 2.687930 0.0 0.0 -0.1
S -4.619946 0.997920 -1.210641 0.3 -0.2 0.0
O -4.775880 -3.614620 -0.494789 0.2 0.0 0.0
S -3.452882 -3.680679 0.163516 0.1 0.2 -0.3
N -3.716009 -2.958648 1.648865 0.4 -0.1 0.2
C -3.838684 4.432601 -0.275225 0.0 0.0 0.0
O -2.859391 3.518586 -0.795039 0.2 -0.1 0.0
H -4.426915 4.859066 -1.086582 0.0 0.0 0.0
H -3.355854 5.226191 0.292812 0.0 0.0 0.0
H -4.497054 3.874985 0.383464 0.0 0.0 0.0
H -2.242521 4.006104 -1.360235 0.1 0.0 0.1
```
Forces are in eV/Å.